Run one
{"formula": "H5O3", "method": "wB97M-V/def2-TZVPD", "homo_energy_ev": -4.43, "gap_ha": 0.341, "lumo_ev": 4.841, "mol_weight_g_mol": 53.0, "multiplicity": 1, "charge": -1, "elements": ["O", "H", "O", "H", "H", "O", "H", "H"], "coordinates": [[1.918, -0.607, 1.149], [2.009, -1.503, 0.880], [-2.243, 0.624, -0.650], [-1.074, 0.547, -0.608], [-2.525, 0.778, 0.275], [0.152, 0.189, -0.446], [1.076, -0.223, 0.623], [0.687, 0.195, -1.224]]}

Run two
{"formula": "H5O3", "method": "wB97M-V/def2-TZVPD", "homo_energy_ev": -4.43, "gap_ha": 0.351, "lumo_ev": 5.138, "mol_weight_g_mol": 53.0, "multiplicity": 1, "charge": -1, "elements": ["O", "H", "O", "H", "H", "O", "H", "H"], "coordinates": [[1.292, 0.301, 1.792], [0.388, 0.336, 2.117], [-1.804, -0.391, -1.073], [-0.687, -0.175, -0.906], [-1.898, -1.296, -1.399], [0.556, 0.082, -0.664], [1.139, 0.245, 0.771], [0.814, 0.931, -1.068]]}

Relative energies, hartree: run one 0.0062; run two 0.0000.

Run one
{"formula": "C2H2", "method": "wB97M-V/def2-TZVPD", "homo_energy_ev": -10.90, "gap_ha": 0.451, "smiles": "C#C", "lumo_ev": 1.365, "mol_weight_g_mol": 26.0, "multiplicity": 1, "elements": ["C", "C", "H", "H"], "coordinates": [[-0.089, 0.059, -0.591], [-0.222, -0.034, 0.566], [0.685, 0.072, -1.604], [-0.374, -0.097, 1.629]]}

Run two
{"formula": "C2H2", "method": "wB97M-V/def2-TZVPD", "homo_energy_ev": -10.78, "gap_ha": 0.446, "smiles": "C#C", "lumo_ev": 1.358, "mol_weight_g_mol": 26.0, "multiplicity": 1, "elements": ["C", "C", "H", "H"], "coordinates": [[-0.141, 0.372, 0.440], [0.178, -0.343, -0.461], [-0.390, 0.985, 1.317], [0.168, -1.162, -1.189]]}

Relative energies, hartree: run one 0.0279; run two 0.0000.

Run one
{"formula": "C3H8S2", "method": "wB97M-V/def2-TZVPD", "homo_energy_ev": -8.68, "gap_ha": 0.337, "smiles": "C=C.CSS", "lumo_ev": 0.492, "mol_weight_g_mol": 108.2, "multiplicity": 1, "elements": ["C", "C", "H", "H", "H", "H", "C", "S", "S", "H", "H", "H", "H"], "coordinates": [[1.223, 0.919, 0.052], [2.264, 0.236, 0.510], [0.766, 1.671, 0.664], [0.758, 0.811, -0.960], [2.186, -0.071, 1.607], [3.302, 0.182, 0.180], [-1.227, -1.159, -1.017], [-2.147, 0.345, -0.585], [-2.433, 0.075, 1.468], [-1.712, -1.420, -1.975], [-0.251, -0.808, -1.456], [-1.021, -2.065, -0.403], [-1.707, 1.284, 1.914]]}

Run two
{"formula": "C3H8S2", "method": "wB97M-V/def2-TZVPD", "homo_energy_ev": -8.71, "gap_ha": 0.342, "smiles": "CCSSC", "lumo_ev": 0.589, "mol_weight_g_mol": 108.2, "multiplicity": 1, "elements": ["C", "C", "S", "S", "C", "H", "H", "H", "H", "H", "H", "H", "H"], "coordinates": [[-2.124, 0.972, -0.785], [-0.628, 0.547, -0.760], [0.593, 1.379, 0.349], [2.182, 0.008, 0.233], [2.038, -1.248, 1.394], [-2.669, 0.202, -1.323], [-2.165, 1.827, -1.457], [-2.370, 1.211, 0.228], [-0.539, -0.641, -0.928], [-0.255, 0.796, -1.737], [1.060, -1.118, 1.940], [1.998, -2.336, 0.924], [2.880, -1.599, 1.923]]}

Relative energies, hartree: run one 0.0627; run two 0.0000.

Run one
{"formula": "C3H8S2", "method": "wB97M-V/def2-TZVPD", "homo_energy_ev": -8.69, "gap_ha": 0.341, "smiles": "C=C.CSS", "lumo_ev": 0.573, "mol_weight_g_mol": 108.2, "multiplicity": 1, "elements": ["C", "C", "H", "H", "H", "H", "C", "S", "S", "H", "H", "H", "H"], "coordinates": [[0.240, -1.147, -2.156], [0.530, -2.435, -2.081], [0.931, -0.422, -1.734], [-0.717, -0.684, -2.364], [1.466, -2.827, -1.709], [-0.318, -3.116, -2.142], [-1.034, 2.147, 2.226], [-0.164, 1.645, 0.660], [0.739, -0.170, 1.047], [-2.059, 2.122, 1.865], [-0.966, 1.533, 3.120], [-0.675, 3.153, 2.417], [2.027, 0.202, 0.851]]}

Run two
{"formula": "C3H8S2", "method": "wB97M-V/def2-TZVPD", "homo_energy_ev": -8.80, "gap_ha": 0.207, "lumo_ev": -3.171, "mol_weight_g_mol": 108.2, "multiplicity": 1, "elements": ["C", "C", "C", "S", "S", "H", "H", "H", "H", "H", "H", "H", "H"], "coordinates": [[0.928, 0.120, 0.163], [1.372, 0.448, -1.305], [-0.479, -0.523, 0.153], [-1.603, -0.290, -1.074], [-2.799, 0.070, 1.565], [0.958, 1.088, 0.666], [1.683, -0.498, 0.654], [0.871, 1.408, -1.464], [2.448, 0.524, -1.496], [0.914, -0.279, -1.988], [-1.057, -0.538, 1.109], [-0.265, -1.611, 0.093], [-2.971, 0.083, 2.923]]}

Relative energies, hartree: run one 0.0000; run two 0.1064.

Run one
{"formula": "C6H6", "method": "wB97M-V/def2-TZVPD", "homo_energy_ev": -8.62, "gap_ha": 0.330, "smiles": "C=C=C=C=CC", "lumo_ev": 0.353, "mol_weight_g_mol": 78.1, "multiplicity": 1, "elements": ["C", "C", "C", "C", "C", "C", "H", "H", "H", "H", "H", "H"], "coordinates": [[-0.017, 2.185, 2.362], [-0.198, 2.066, 1.069], [-0.290, 1.560, -0.107], [-0.177, 0.422, -0.693], [0.044, -0.865, -0.754], [0.050, -1.914, -1.805], [-0.839, 2.014, 3.053], [0.976, 2.354, 2.770], [0.277, -1.215, 0.257], [1.041, -2.380, -1.834], [-0.201, -1.533, -2.794], [-0.666, -2.694, -1.523]]}

Run two
{"formula": "C6H6", "method": "wB97M-V/def2-TZVPD", "homo_energy_ev": -9.32, "gap_ha": 0.386, "smiles": "c1ccccc1", "lumo_ev": 1.192, "mol_weight_g_mol": 78.1, "multiplicity": 1, "elements": ["C", "C", "C", "C", "C", "C", "H", "H", "H", "H", "H", "H"], "coordinates": [[0.616, 1.169, 0.379], [0.996, -0.029, 0.942], [0.328, -1.215, 0.614], [-0.652, -1.200, -0.396], [-0.982, 0.025, -1.008], [-0.328, 1.214, -0.613], [1.149, 2.061, 0.697], [1.810, -0.037, 1.665], [0.667, -2.107, 1.128], [-1.187, -2.090, -0.617], [-1.781, 0.034, -1.768], [-0.636, 2.173, -1.023]]}

Relative energies, hartree: run one 0.1699; run two 0.0000.

Run one
{"formula": "C6H6", "method": "wB97M-V/def2-TZVPD", "homo_energy_ev": -10.23, "gap_ha": 0.360, "lumo_ev": -0.437, "mol_weight_g_mol": 78.1, "multiplicity": 1, "elements": ["C", "C", "C", "C", "C", "C", "H", "H", "H", "H", "H", "H"], "coordinates": [[-1.144, -0.708, -0.497], [-0.218, 0.101, 0.423], [1.138, -0.473, 0.447], [2.240, -0.961, 0.445], [-0.478, 2.138, -1.110], [-0.162, 1.564, 0.016], [-0.749, -0.732, -1.518], [-1.230, -1.737, -0.137], [-2.139, -0.254, -0.517], [-0.620, 0.063, 1.444], [3.218, -1.389, 0.436], [0.195, 2.315, 0.732]]}

Run two
{"formula": "C6H6", "method": "wB97M-V/def2-TZVPD", "homo_energy_ev": -9.36, "gap_ha": 0.382, "smiles": "C#CCC1=CC1", "lumo_ev": 1.028, "mol_weight_g_mol": 78.1, "multiplicity": 1, "elements": ["C", "C", "C", "C", "C", "C", "H", "H", "H", "H", "H", "H"], "coordinates": [[0.161, 2.879, 0.502], [-0.167, 1.725, 0.599], [-0.631, 0.340, 0.674], [0.235, -0.677, 0.061], [1.274, -1.294, -0.381], [-0.110, -1.756, -0.882], [0.426, 3.909, 0.406], [-1.548, 0.191, 0.092], [-0.862, 0.048, 1.704], [2.360, -1.288, -0.422], [-0.510, -1.433, -1.855], [-0.627, -2.644, -0.498]]}

Relative energies, hartree: run one 0.0356; run two 0.0000.